Entry from the Open Molecules 2025 dataset: C18H13Cl2IrN5O2 as an isolated structure in a non-equilibrium geometry (the ωB97M-V functional and the def2-TZVPD basis).

Computed properties:
Gap between HOMO and LUMO (spin up / spin down)   6.469 / 6.179 eV
HOMO (spin up / spin down)   -14.0 / -14.8 eV
<S²>   0.770

Structure (ORCA input):
```
! RIJCOSX wB97M-V def2-TZVPD def2/J DEFGRID3
* xyz 2 2
Ir -0.488 -0.653 0.064
Cl 4.468 4.144 -0.339
C 3.191 3.097 -0.706
C 2.737 2.227 0.256
C 1.677 1.376 -0.067
N 1.118 0.396 0.700
C 1.775 -0.078 1.846
O 2.417 0.578 2.613
C 1.692 -1.564 1.851
C 2.570 -2.362 2.551
C 2.535 -3.731 2.327
C 1.629 -4.239 1.403
C 0.768 -3.374 0.756
N 0.794 -2.050 0.985
C 1.072 1.431 -1.356
C 1.538 2.315 -2.335
C 2.594 3.131 -2.023
Cl 3.209 4.186 -3.196
N 0.002 0.601 -1.431
C -1.026 0.855 -2.364
O -0.889 1.144 -3.513
C -2.307 0.908 -1.601
C -3.456 1.481 -2.097
C -4.524 1.665 -1.228
C -4.380 1.289 0.101
C -3.203 0.693 0.514
N -2.181 0.494 -0.328
H 3.183 2.222 1.237
H 3.269 -1.894 3.231
H 3.212 -4.392 2.851
H 1.592 -5.294 1.174
H 0.053 -3.740 0.031
H 1.101 2.340 -3.321
H -3.484 1.785 -3.134
H -5.446 2.110 -1.576
H -5.166 1.466 0.821
H -3.060 0.410 1.549
N -1.955 -2.052 0.839
H -1.577 -2.607 1.604
H -2.260 -2.712 0.121
H -2.794 -1.600 1.190
*
```

***

Entry from the Open Molecules 2025 dataset: a 8-piece molecular cluster, C3H22O8 overall in a non-equilibrium geometry (the ωB97M-V functional and the def2-TZVPD basis).

Computed properties:
Energy above the lowest of the compared OMol25 structures with the same formula, charge and spin   2.5325 eV
Gap between HOMO and LUMO   8.257 eV
HOMO   -8.3 eV

Structure (ORCA input):
```
! RIJCOSX wB97M-V def2-TZVPD def2/J DEFGRID3
* xyz 0 1
O -0.697 0.795 -1.054
H 0.022 1.418 -0.808
H -0.331 -0.037 -0.673
H -1.520 0.997 -0.553
C -0.398 -2.627 -0.797
C 0.803 -2.092 -0.092
C 2.071 -2.106 -0.919
O 0.495 -0.906 0.390
H -0.194 -3.582 -1.204
H -0.736 -2.112 -1.696
H -1.086 -2.863 -0.006
H 0.989 -2.667 0.765
H 2.027 -1.343 -1.717
H 2.317 -3.005 -1.419
H 2.922 -1.893 -0.217
O -1.117 3.426 -1.587
H -0.453 3.443 -0.919
H -1.906 3.458 -1.114
O 2.875 0.902 -0.117
H 2.937 1.430 -0.879
H 2.530 0.036 -0.355
O 1.092 2.875 0.213
H 0.644 2.870 1.071
H 1.836 2.272 0.289
O -0.852 1.319 1.679
H -1.250 1.879 2.333
H -0.814 0.459 2.068
O -0.780 -1.521 2.576
H -0.563 -2.469 2.699
H -0.407 -1.339 1.711
O -3.155 1.165 -0.009
H -3.293 0.205 0.193
H -4.007 1.612 0.147
*
```

***

Entry from the Open Molecules 2025 dataset: one molecule with the formula C8H8ClN3O in a non-equilibrium geometry (the ωB97M-V functional and the def2-TZVPD basis).

Computed properties:
Energy above the lowest of the compared OMol25 structures with the same formula, charge and spin   4.9996 eV
Gap between HOMO and LUMO (spin up / spin down)   5.558 / 8.672 eV
HOMO (spin up / spin down)   -8.2 / -9.6 eV

Structure (ORCA input):
```
! RIJCOSX wB97M-V def2-TZVPD def2/J DEFGRID3
* xyz 0 1
C 3.052 -3.639 -0.601
C 1.693 -0.421 -0.012
C 0.132 -0.856 -0.456
C 2.019 -2.470 1.326
C 2.369 -3.614 0.566
C 2.032 0.944 -0.470
C -2.162 -0.365 0.145
C -0.738 -0.130 0.563
N 3.740 -3.688 -1.557
N 2.292 -1.239 0.650
N 0.119 -1.410 -1.512
O 1.507 -2.439 2.427
Cl 1.834 -5.112 1.191
H 2.357 1.373 0.539
H 1.191 1.460 -0.728
H 2.765 0.688 -1.196
H -2.815 -1.390 0.275
H -2.268 -0.171 -0.848
H -2.618 0.298 0.849
H -0.623 -0.418 1.645
H -0.579 0.942 0.496
*
```

***

Entry from the Open Molecules 2025 dataset: C19H28BBr3FIO4Ta as an isolated structure in a non-equilibrium geometry (the ωB97M-V functional and the def2-TZVPD basis).

Computed properties:
Gap between HOMO and LUMO   6.859 eV
HOMO   -5.0 eV

Structure (ORCA input):
```
! RIJCOSX wB97M-V def2-TZVPD def2/J DEFGRID3
* xyz -1 1
C 2.894 -3.163 0.518
C 2.185 -2.185 0.441
Ta 0.869 -0.396 0.192
F 0.649 -0.720 -1.666
C -0.552 1.375 -0.043
C -0.728 2.167 1.246
C -1.802 3.253 1.146
I -3.694 2.604 1.939
C -0.973 -1.556 0.759
C -1.522 -2.512 -0.300
C -3.037 -2.786 -0.259
C -3.852 -1.530 0.013
C -3.457 -3.380 -1.608
C 2.602 1.062 -0.374
C 3.354 0.576 -1.525
O 4.201 -0.302 -1.477
C 3.056 1.178 -2.877
C 3.244 0.382 -3.996
C 3.013 0.880 -5.258
C 2.604 2.192 -5.424
C 2.419 2.994 -4.317
C 2.637 2.487 -3.050
O 1.158 0.145 2.118
B 1.775 -0.714 2.966
O 3.063 -0.399 3.424
O 1.196 -1.888 3.425
H 3.458 -4.057 0.590
H -0.109 2.033 -0.793
H -1.525 1.028 -0.387
H -1.003 1.495 2.049
H 0.206 2.650 1.524
H -2.019 3.507 0.118
H -1.547 4.151 1.694
H -1.716 -0.843 1.111
H -0.673 -2.138 1.632
H -1.025 -3.469 -0.152
H -1.267 -2.201 -1.313
H -3.235 -3.545 0.498
H -3.400 -0.676 -0.485
H -4.885 -1.657 -0.299
H -3.869 -1.294 1.073
H -3.658 -2.563 -2.299
H -2.648 -3.950 -2.055
H -4.350 -3.993 -1.532
H 3.255 1.200 0.481
H 2.102 1.992 -0.617
H 3.571 -0.634 -3.854
H 3.158 0.248 -6.120
H 2.440 2.583 -6.415
H 2.103 4.017 -4.438
H 2.489 3.119 -2.191
H 3.010 -0.040 4.312
H 0.369 -1.732 3.888
C -2.176 1.040 5.561
Br -2.319 0.336 7.351
Br -0.547 2.029 5.331
Br -2.367 -0.339 4.243
H -2.995 1.730 5.421
*
```

***

E_tot (Eh)
-2142.172521, -729.339993, -1009.140367, -9243.376794